# C49H45MnN4O2P3S2

A molecular structure, C49H45MnN4O2P3S2 at a distorted geometry (the ωB97M-V functional and the def2-TZVPD basis, OMol25).

Computed properties:
<S²>: 6.09
E_HOMO (spin up / spin down): -0.3656 / -0.3675 Eh

The geometry in ORCA input format:
```
! RIJCOSX wB97M-V def2-TZVPD def2/J DEFGRID3
* xyz 1 5
Mn 0.56 0.80 0.24
C -2.37 -2.23 -2.31
N -1.44 -1.98 -1.18
P 0.17 -2.32 -1.54
C 0.14 -3.90 -2.41
C 0.48 -3.98 -3.75
C 0.46 -5.21 -4.39
C 0.09 -6.35 -3.68
C -0.25 -6.26 -2.33
C -0.22 -5.04 -1.69
C 1.16 -2.61 -0.05
C 1.04 -1.97 1.19
C 1.98 -2.21 2.19
C 3.03 -3.08 1.97
C 3.17 -3.70 0.74
C 2.25 -3.45 -0.27
P -1.85 -0.71 -0.01
C -3.14 -1.77 0.77
C -4.44 -1.89 0.28
C -5.31 -2.82 0.83
C -4.89 -3.63 1.88
C -3.61 -3.50 2.38
C -2.74 -2.58 1.82
C -2.78 0.55 -0.94
C -2.29 1.06 -2.14
C -2.92 2.13 -2.76
C -4.04 2.71 -2.18
C -4.53 2.22 -0.98
C -3.91 1.15 -0.36
H -2.27 -3.26 -2.64
H -2.19 -1.57 -3.16
H -3.39 -2.09 -1.96
H 0.76 -3.08 -4.29
H 0.74 -5.28 -5.43
H 0.07 -7.31 -4.18
H -0.52 -7.15 -1.79
H -0.48 -4.96 -0.64
H 0.15 -1.42 1.46
H 1.86 -1.72 3.15
H 3.73 -3.29 2.77
H 3.99 -4.38 0.56
H 2.38 -3.94 -1.23
H -4.80 -1.25 -0.52
H -6.32 -2.91 0.44
H -5.58 -4.35 2.30
H -3.28 -4.12 3.21
H -1.74 -2.47 2.23
H -1.41 0.63 -2.60
H -2.54 2.50 -3.70
H -4.53 3.55 -2.67
H -5.41 2.66 -0.53
H -4.29 0.78 0.58
O 0.49 3.51 3.18
C 1.12 2.78 2.44
O 0.56 1.89 1.67
C 2.63 2.93 2.37
C 3.21 3.71 3.36
C 4.57 4.00 3.34
C 5.36 3.51 2.31
C 4.80 2.72 1.32
C 3.44 2.41 1.35
P 2.73 1.47 -0.03
C 2.60 2.76 -1.32
C 1.34 3.28 -1.63
C 1.20 4.26 -2.60
C 2.32 4.75 -3.25
C 3.58 4.28 -2.92
C 3.72 3.29 -1.96
C 4.03 0.35 -0.60
C 4.82 -0.35 0.31
C 5.72 -1.30 -0.14
C 5.83 -1.56 -1.50
C 5.03 -0.88 -2.41
C 4.13 0.07 -1.97
H 2.58 4.11 4.14
H 5.00 4.61 4.11
H 6.41 3.75 2.27
H 5.41 2.33 0.52
H 0.46 2.92 -1.12
H 0.21 4.63 -2.85
H 2.21 5.51 -4.01
H 4.45 4.69 -3.41
H 4.71 2.92 -1.72
H 4.73 -0.14 1.37
H 6.34 -1.83 0.56
H 6.54 -2.29 -1.85
H 5.12 -1.07 -3.47
H 3.50 0.60 -2.67
C -2.98 3.68 2.29
N -3.76 2.76 3.08
C -5.00 3.16 3.73
C -5.37 1.93 4.57
N -4.47 0.92 4.02
C -3.49 1.47 3.28
S -2.16 0.62 2.71
H -2.75 4.57 2.88
H -3.52 3.98 1.39
H -2.05 3.20 2.01
H -5.76 3.38 2.98
H -4.85 4.06 4.33
H -6.41 1.64 4.46
H -5.16 2.10 5.64
H -4.37 0.01 4.43
S 1.01 -0.56 -3.96
C 0.77 -0.69 -2.31
N 0.67 0.17 -1.38
*
```